Record 1
Formula: C18H29KN6S3
Source: the OMol25 dataset
Level of theory: ωB97M-V/def2-TZVPD

Energy relative to the best compared isomer or geometry (same formula, charge and spin): 56.64 kJ/mol
Multiplicity: 1
F_max: 1.2 eV Å⁻¹
Energy: -2826.309269 hartree
Highest occupied orbital energy: -0.245 Ha

Last column: natural (NBO) charge in e.
Element x y z (Å)
K -0.89 0.82 0.01  0.8682
C -1.63 3.05 2.06  -0.4219
C -1.95 1.86 2.97  -0.2153
N -2.00 0.55 2.30  -0.6645
C -3.33 0.14 1.86  -0.2261
C -3.29 -1.22 1.18  -0.2275
N -2.31 -1.26 0.10  -0.6650
C -2.70 -2.03 -1.07  -0.2133
C -3.42 -1.18 -2.13  -0.4181
C -2.47 -0.32 -2.97  -0.2129
N -2.06 0.92 -2.31  -0.6647
C -2.97 2.05 -2.50  -0.2298
C -3.50 2.58 -1.17  -0.2157
N -2.38 2.86 -0.28  -0.6683
C -2.71 3.41 1.03  -0.2245
H -0.69 2.87 1.54  0.2126
H -1.47 3.91 2.72  0.2223
H -2.89 2.06 3.50  0.1703
H -1.16 1.81 3.72  0.2129
H -1.66 -0.15 2.94  0.3680
H -3.70 0.87 1.14  0.1866
H -4.04 0.10 2.70  0.1797
H -4.28 -1.43 0.77  0.2038
H -3.08 -1.99 1.94  0.1819
H -1.43 -1.62 0.47  0.3676
H -3.34 -2.88 -0.79  0.1781
H -1.80 -2.45 -1.53  0.2016
H -4.16 -0.54 -1.64  0.1980
H -3.96 -1.86 -2.80  0.2144
H -2.95 -0.11 -3.94  0.1760
H -1.58 -0.91 -3.19  0.2019
H -1.14 1.17 -2.64  0.3762
H -3.82 1.76 -3.13  0.1964
H -2.45 2.87 -3.01  0.1927
H -4.13 1.82 -0.70  0.1820
H -4.13 3.46 -1.37  0.1763
H -1.75 3.50 -0.75  0.3663
H -3.68 3.02 1.35  0.1906
H -2.82 4.50 0.98  0.1873
S 7.32 1.02 1.38  -0.2027
C 5.80 0.63 0.84  -0.1192
S 4.56 1.86 0.74  0.3778
C 3.43 0.68 0.04  -0.0944
N 3.96 -0.48 -0.08  -0.3414
N 5.27 -0.53 0.36  -0.2695
C 5.89 -1.81 0.20  0.2228
C 5.24 -2.73 -0.62  -0.2465
C 5.77 -3.99 -0.83  -0.2095
C 6.96 -4.37 -0.21  -0.2266
C 7.59 -3.46 0.62  -0.2036
C 7.07 -2.20 0.84  -0.2550
S 1.85 1.12 -0.35  -0.5011
H 4.32 -2.44 -1.10  0.2468
H 5.26 -4.69 -1.48  0.2082
H 7.38 -5.35 -0.38  0.2084
H 8.51 -3.74 1.13  0.2113
H 7.57 -1.53 1.51  0.2500

Record 2
Formula: C13H22BrNO5PtS
Source: the OMol25 dataset
Level of theory: ωB97M-V/def2-TZVPD

Energy relative to the best compared isomer or geometry (same formula, charge and spin): 177.58 kJ/mol
Multiplicity: 1
F_max: 4.1 eV Å⁻¹
Energy: -4029.974334 hartree
Net charge: +2
Highest occupied orbital energy: -0.585 Ha

Last column: natural (NBO) charge in e.
Element x y z (Å)
C -3.93 -4.87 0.48  -0.6027
C -3.47 -3.78 -0.50  -0.4061
C -2.39 -2.88 0.14  -0.3109
C -2.77 -1.42 0.37  -0.4664
C -2.12 -0.52 -0.69  -0.4376
C -0.87 0.22 -0.20  -0.1835
C -1.03 1.04 1.10  -0.4444
C -0.81 2.54 0.88  -0.3942
C 0.54 2.92 0.24  -0.4217
C 1.67 1.91 0.52  -0.4163
C 3.06 2.47 0.30  0.0188
O 3.21 3.49 -0.68  -0.6294
S 4.51 3.12 -1.57  2.5165
O 5.38 4.14 -1.93  -0.7988
O 3.94 2.51 -2.71  -0.9000
O 5.19 1.96 -0.63  -0.6320
C 4.17 1.41 0.11  0.4825
Br 4.90 1.23 1.96  0.1141
O 3.80 0.08 -0.18  -0.5042
C 4.15 -0.32 -1.38  0.4806
N 4.28 -0.68 -2.44  -0.2754
H -4.82 -5.35 0.09  0.2681
H -3.19 -5.64 0.62  0.2269
H -4.19 -4.47 1.46  0.2193
H -3.01 -4.32 -1.33  0.2495
H -4.33 -3.23 -0.84  0.2561
H -2.11 -3.35 1.10  0.2413
H -1.41 -2.93 -0.60  0.1679
H -2.55 -1.16 1.40  0.2344
H -3.85 -1.34 0.25  0.2800
H -1.82 -1.15 -1.53  0.2295
H -2.83 0.21 -1.07  0.2880
H 0.11 -0.51 -0.08  0.0955
H -0.60 0.93 -0.98  0.2889
H -2.02 0.87 1.51  0.2556
H -0.28 0.68 1.81  0.2354
H -1.65 2.93 0.31  0.2373
H -0.86 3.01 1.86  0.2512
H 0.85 3.87 0.65  0.2507
H 0.42 3.08 -0.83  0.2316
H 1.55 1.05 -0.15  0.1877
H 1.60 1.58 1.55  0.2305
H 3.34 2.97 1.22  0.2450
Pt 0.22 -2.31 0.40  1.0405

Record 3
Formula: C35H31BF2IrN4O2
Source: the OMol25 dataset
Level of theory: ωB97M-V/def2-TZVPD

Energy relative to the best compared isomer or geometry (same formula, charge and spin): 4.11 kJ/mol
Multiplicity: 2
F_max: 0.1 eV Å⁻¹
Energy: -2050.426366 hartree
Net charge: +2
Highest occupied orbital energy (spin up / spin down): -0.492 / -0.492 Ha

Last column: Löwdin charge in e.
Element x y z (Å)
Ir -0.21 0.89 0.74  1.3058
N -1.62 1.18 2.22  -0.0199
C -2.43 2.36 1.94  -0.2041
C -3.36 2.86 2.80  0.0231
C -4.13 3.98 2.42  -0.0276
C -3.96 4.57 1.20  0.0084
C -2.99 4.07 0.30  -0.1282
C -2.73 4.62 -0.98  0.0406
C -1.75 4.07 -1.77  -0.0054
C -1.02 2.97 -1.29  -0.0707
N -1.24 2.43 -0.11  -0.0540
C -2.22 2.96 0.69  -0.1559
H -1.21 1.23 3.15  0.1091
H -2.26 0.35 2.22  0.0722
H -3.52 2.40 3.77  0.1309
H -4.87 4.38 3.11  0.1234
H -4.55 5.43 0.91  0.1314
H -3.30 5.47 -1.32  0.1376
H -1.53 4.47 -2.74  0.1238
H -0.23 2.53 -1.88  0.1158
N -3.19 -1.20 2.50  0.0918
C -2.44 -1.43 3.69  -0.2678
C -3.07 -1.36 4.93  -0.0169
C -2.34 -1.47 6.10  -0.0473
C -0.97 -1.64 6.05  -0.0470
C -0.33 -1.70 4.83  -0.0134
C -1.05 -1.58 3.64  -0.1571
C -0.32 -1.71 2.35  -0.1439
C -0.61 -2.80 1.53  -0.0056
C 0.16 -3.10 0.41  -0.0109
C 1.26 -2.33 0.09  -0.0476
C 1.57 -1.24 0.88  -0.0533
C 0.78 -0.86 2.00  -0.1728
H -4.18 -1.19 2.68  0.1108
H -2.99 -1.86 1.76  0.0906
H -4.15 -1.23 4.97  0.1196
H -2.85 -1.43 7.05  0.1187
H -0.40 -1.75 6.97  0.1185
H 0.74 -1.85 4.78  0.1335
H -1.41 -3.47 1.83  0.1352
H -0.09 -3.97 -0.18  0.1270
H 1.89 -2.60 -0.74  0.1178
H 2.46 -0.66 0.67  0.1177
F 0.68 0.88 3.88  0.2250
B 1.35 0.31 2.88  -0.7175
F 2.59 0.73 2.68  0.2511
C 3.46 -2.58 -6.05  -0.0267
O 2.81 -1.95 -4.94  -0.0984
C 1.52 -2.27 -4.69  -0.2106
C 0.80 -3.21 -5.43  0.0080
C -0.52 -3.48 -5.11  -0.0431
C -1.16 -2.83 -4.06  -0.0669
C -0.45 -1.90 -3.33  -0.0202
C 0.88 -1.62 -3.63  -0.1372
N 1.50 -0.64 -2.81  0.1585
C 2.74 -0.23 -2.75  0.0591
C 3.21 0.72 -1.79  -0.1217
C 4.58 1.04 -1.83  -0.0038
C 5.13 1.93 -0.94  -0.0465
C 4.31 2.50 0.03  -0.0186
C 2.96 2.21 0.10  -0.0139
C 2.39 1.32 -0.80  -0.3265
O 1.08 1.04 -0.78  -0.3288
H 4.46 -2.16 -6.07  0.1017
H 2.95 -2.34 -6.98  0.1065
H 3.51 -3.65 -5.90  0.1051
H 1.26 -3.73 -6.25  0.1160
H -1.06 -4.22 -5.70  0.1213
H -2.19 -3.04 -3.83  0.1129
H -0.92 -1.37 -2.51  0.1159
H 0.89 -0.21 -2.12  0.1173
H 3.44 -0.66 -3.45  0.1406
H 5.20 0.58 -2.59  0.1273
H 6.18 2.17 -0.98  0.1193
H 4.73 3.20 0.75  0.1259
H 2.33 2.66 0.85  0.1151

Record 4
Formula: C26H25N4O2ReSe
Source: the OMol25 dataset
Level of theory: ωB97M-V/def2-TZVPD

Energy relative to the best compared isomer or geometry (same formula, charge and spin): 34.96 kJ/mol
Multiplicity: 4
F_max: 4.4 eV Å⁻¹
Energy: -3854.798692 hartree
Net charge: +1
Highest occupied orbital energy (spin up / spin down): -0.343 / -0.395 Ha

Last column: natural (NBO) charge in e.
Element x y z (Å)
Re -0.84 0.56 -0.03  1.0255
C 1.47 -0.20 -2.04  -0.2278
C 0.97 0.95 -2.93  -0.4637
C 0.55 2.18 -2.16  0.2756
C 0.67 3.46 -2.78  -0.2506
C 0.62 4.63 -2.00  -0.1014
C 0.33 4.50 -0.63  -0.2629
C 0.18 3.28 -0.09  0.1189
N 0.14 2.11 -0.85  -0.5209
N 0.34 -0.89 -1.36  -0.4558
C 0.92 -1.90 -0.42  -0.2757
C -0.16 -2.29 0.50  0.2539
C -0.23 -3.47 1.26  -0.2467
C -1.40 -3.82 1.96  -0.1029
C -2.53 -2.99 1.86  -0.2545
C -2.45 -1.89 1.05  0.0902
N -1.26 -1.41 0.54  -0.4984
C -0.62 -1.59 -2.33  -0.2797
C -1.81 -0.73 -2.60  0.1964
C -2.63 -0.96 -3.71  -0.2366
C -3.86 -0.25 -3.90  -0.1026
C -4.09 0.78 -3.00  -0.2495
C -3.21 0.99 -1.94  0.0976
N -2.12 0.25 -1.68  -0.4833
H 2.02 -0.91 -2.68  0.2026
H 2.16 0.10 -1.23  0.2616
H 1.78 1.23 -3.58  0.2561
H 0.03 0.67 -3.44  0.2352
H 0.98 3.45 -3.82  0.2308
H 0.86 5.64 -2.40  0.2443
H 0.32 5.38 -0.01  0.2464
H -0.05 3.07 0.97  0.2464
H 1.29 -2.81 -1.01  0.2225
H 1.77 -1.53 0.15  0.2706
H 0.65 -4.11 1.29  0.2407
H -1.53 -4.68 2.60  0.2427
H -3.48 -3.30 2.39  0.2537
H -3.34 -1.26 0.93  0.2402
H -0.16 -1.97 -3.29  0.2417
H -0.89 -2.53 -1.77  0.2480
H -2.39 -1.66 -4.48  0.2363
H -4.57 -0.48 -4.70  0.2470
H -4.95 1.44 -3.09  0.2474
H -3.42 1.83 -1.23  0.2543
O 2.32 1.33 0.95  -0.6775
C 1.68 0.63 1.75  0.7983
O 0.48 0.17 1.58  -0.7669
C 2.27 0.20 3.12  -0.1880
C 1.52 -0.53 4.00  -0.1777
C 2.09 -0.92 5.22  -0.2132
C 3.33 -0.50 5.63  -0.2042
C 4.10 0.21 4.72  -0.2058
C 3.54 0.61 3.48  -0.1674
H 0.49 -0.91 3.78  0.2290
H 1.56 -1.55 5.94  0.2142
H 3.75 -0.85 6.58  0.2237
H 5.12 0.54 4.98  0.2215
H 4.13 1.18 2.75  0.2361
Se -2.47 1.50 1.18  -0.2360

Number 1: molar mass 464.77 g mol⁻¹. Number 2: molar mass 579.37 g mol⁻¹. Number 3: molar mass 780.68 g mol⁻¹. Number 4: molar mass 690.68 g mol⁻¹.